Entry 1:
Below is C16H15BCl3MoN10O6 as an isolated structure, with properties calculated with ωB97M-V/def2-TZVPD.

XYZ file:
```
52
Properties=species:S:1:pos:R:3
Mo 0.153 -0.128 -0.293
C -0.447 2.750 2.967
C -0.091 1.498 2.522
N -0.278 1.406 1.178
N -0.772 2.609 0.779
C -0.857 3.429 1.826
B -0.943 2.956 -0.741
N -1.926 1.880 -1.301
C -3.023 2.030 -2.048
C -3.461 0.778 -2.460
C -2.545 -0.107 -1.929
N -1.612 0.567 -1.228
N 0.442 2.716 -1.402
C 1.232 3.479 -2.166
C 2.383 2.772 -2.485
C 2.234 1.546 -1.879
N 1.072 1.511 -1.198
N -1.531 4.314 -0.899
C -2.720 4.757 -0.384
C -2.915 6.036 -0.820
C -1.780 6.311 -1.614
N -0.960 5.284 -1.663
H -0.393 3.133 3.971
H 0.309 0.673 3.082
H -1.191 4.446 1.697
H -3.419 3.013 -2.245
H -4.315 0.554 -3.074
H -2.504 -1.181 -2.019
H 0.913 4.477 -2.414
H 3.211 3.114 -3.079
H 2.891 0.692 -1.878
H -3.333 4.130 0.244
H -3.737 6.691 -0.587
H -1.537 7.215 -2.148
C -1.974 -2.018 2.343
C -2.534 -0.885 1.671
O -3.179 -0.070 1.273
H -2.423 -1.987 3.344
H -0.883 -1.981 2.359
H -2.311 -2.890 1.768
Cl 0.779 -4.970 -1.880
C -0.696 -4.023 -1.751
Cl -1.673 -4.603 -0.386
Cl -1.646 -4.096 -3.230
C -0.286 -2.579 -1.501
N -0.425 -1.920 -0.421
O 2.829 -1.752 1.841
N 2.042 -1.186 1.188
O 2.189 -0.803 -0.018
O 0.854 -0.850 1.615
O 0.602 -0.663 -2.127
O 0.263 -1.971 -2.533
```

Largest force on an atom = 2.19 eV Å⁻¹
Multiplicity = 2
Total charge = +2
HOMO-LUMO gap (spin up / spin down) = 5.915 / 6.147 eV
⟨S²⟩ = 0.762
Molar mass = 656.47 g mol⁻¹
HOMO level (spin up / spin down) = -14.59 / -14.59 eV
Energy above the lowest of the compared OMol25 structures with the same formula, charge and spin = 15.1 kcal/mol

***

Entry 2:
Below is C46H56F5N4O2S3SiY as an isolated structure, with properties calculated with ωB97M-V/def2-TZVPD.

XYZ file:
```
118
Properties=species:S:1:pos:R:3
Y -1.576 -0.121 0.164
C -2.526 0.338 -4.298
C -2.857 -0.980 -4.676
C -2.777 -1.990 -3.764
C -2.369 -1.712 -2.435
N -2.010 -0.435 -2.094
C -2.104 0.551 -3.016
C -2.291 -2.707 -1.414
C -2.752 -4.033 -1.585
C -2.670 -4.921 -0.559
C -2.155 -4.501 0.700
C -1.738 -3.213 0.848
N -1.775 -2.315 -0.187
C -1.280 -2.667 2.170
C -1.192 -3.468 3.286
C -0.861 -2.883 4.508
C -0.635 -1.534 4.580
C -0.728 -0.792 3.399
N -1.022 -1.335 2.220
H -2.579 1.164 -4.993
H -3.169 -1.195 -5.691
H -3.015 -3.001 -4.057
H -1.810 1.537 -2.678
H -3.181 -4.337 -2.528
H -3.023 -5.936 -0.684
H -2.128 -5.193 1.526
H -1.375 -4.528 3.224
H -0.784 -3.498 5.395
H -0.379 -1.024 5.496
H -0.548 0.975 2.672
S 0.861 1.214 0.300
C -0.295 2.497 0.150
N -1.510 2.300 -0.306
C -2.256 3.470 -0.344
C -3.565 3.580 -0.809
C -4.179 4.816 -0.771
C -3.502 5.941 -0.287
C -2.194 5.846 0.152
C -1.578 4.599 0.117
S 0.035 4.149 0.581
H -4.085 2.710 -1.191
H -5.198 4.914 -1.120
H -4.004 6.898 -0.259
H -1.669 6.717 0.520
C 4.320 -0.682 -0.348
C 4.360 0.185 -1.618
C 4.585 1.623 -1.127
C 5.576 -0.226 -2.461
Si 2.697 0.020 -2.586
C 2.522 -1.689 -3.468
C 3.291 -1.765 -4.797
C 3.026 -2.825 -2.567
C 1.038 -1.993 -3.729
C 2.361 1.514 -3.763
C 1.955 2.747 -2.939
C 3.575 1.869 -4.638
C 1.179 1.233 -4.699
H 5.248 -0.523 0.218
H 4.249 -1.749 -0.555
H 3.491 -0.412 0.310
H 5.511 1.648 -0.539
H 3.774 1.967 -0.480
H 4.701 2.342 -1.937
H 6.491 -0.094 -1.871
H 5.683 0.376 -3.364
H 5.535 -1.272 -2.764
H 4.352 -1.540 -4.679
H 2.891 -1.087 -5.550
H 3.218 -2.780 -5.207
H 4.100 -2.788 -2.391
H 2.810 -3.782 -3.056
H 2.525 -2.831 -1.596
H 0.543 -1.262 -4.366
H 0.478 -2.049 -2.793
H 0.955 -2.970 -4.221
H 2.694 3.046 -2.200
H 1.017 2.570 -2.406
H 1.799 3.595 -3.617
H 4.437 2.191 -4.056
H 3.310 2.698 -5.306
H 3.889 1.034 -5.265
H 0.280 0.954 -4.149
H 1.384 0.449 -5.427
H 0.952 2.147 -5.261
F -7.986 2.494 0.767
C -6.739 2.075 1.005
C -6.174 1.077 0.231
F -6.857 0.529 -0.775
C -4.887 0.668 0.510
F -4.294 -0.271 -0.278
C -4.105 1.201 1.529
O -2.874 0.778 1.707
C -4.707 2.201 2.296
F -4.019 2.786 3.279
C -5.995 2.631 2.033
F -6.530 3.601 2.775
C 2.495 2.156 5.404
C 3.716 1.889 4.536
C 3.351 1.379 3.147
S 2.629 -0.276 3.119
O -0.476 0.510 3.514
C 4.097 -1.289 3.468
C 3.934 -2.179 4.694
C 2.914 -3.288 4.470
H 2.775 2.442 6.419
H 1.859 1.271 5.464
H 1.891 2.965 4.987
H 4.378 1.169 5.026
H 4.299 2.808 4.423
H 4.207 1.395 2.469
H 2.586 2.018 2.696
H 4.944 -0.613 3.588
H 4.303 -1.902 2.587
H 3.635 -1.560 5.544
H 4.906 -2.615 4.942
H 1.944 -2.877 4.178
H 2.762 -3.888 5.369
H 3.241 -3.960 3.673
```

Largest force on an atom = 1.80 eV Å⁻¹
Multiplicity = 1
HOMO-LUMO gap (spin up / spin down) = 5.398 / 5.799 eV
Molar mass = 1005.16 g mol⁻¹
HOMO level (spin up / spin down) = -5.67 / -6.26 eV
Energy above the lowest of the compared OMol25 structures with the same formula, charge and spin = 6.1 kcal/mol

***

Entry 3:
Below is C9H14N2PPb as an isolated structure, with properties calculated with ωB97M-V/def2-TZVPD.

XYZ file:
```
27
Properties=species:S:1:pos:R:3
C 0.356 0.838 -3.141
C 0.096 0.147 -4.287
C -0.303 -1.206 -4.374
C -0.334 -2.122 -3.296
C -0.146 -1.821 -1.977
Pb -0.937 0.136 -1.535
P 0.167 2.995 -0.320
H 0.808 1.842 -3.137
H 0.224 0.634 -5.268
H -0.438 -1.620 -5.379
H 0.006 -2.571 -1.187
H -0.495 -3.169 -3.599
H -0.869 3.611 0.450
H 0.325 4.076 -1.236
H 1.257 3.346 0.541
C 0.234 0.294 4.659
N 0.085 -0.248 3.314
C -0.226 -1.568 3.006
C -0.304 -1.630 1.637
N -0.070 -0.371 1.108
C 0.188 0.436 2.137
H -0.690 0.147 5.237
H 1.051 -0.216 5.190
H 0.456 1.367 4.593
H -0.374 -2.333 3.751
H -0.508 -2.487 1.011
H 0.440 1.492 2.102
```

Largest force on an atom = 2.09 eV Å⁻¹
Multiplicity = 1
Total charge = +1
HOMO-LUMO gap = 6.564 eV
Molar mass = 388.40 g mol⁻¹
HOMO level = -12.10 eV
Energy above the lowest of the compared OMol25 structures with the same formula, charge and spin = 45.8 kcal/mol

***

Entry 4:
Below is a 2-piece molecular cluster, C6H17NO overall, with properties calculated with ωB97M-V/def2-TZVPD.

XYZ file:
```
25
Properties=species:S:1:pos:R:3
C 1.918 -0.839 2.784
C 2.088 -0.899 1.294
N 1.091 -0.173 0.400
C -0.242 -0.034 0.985
C 1.152 -0.651 -0.974
C 0.502 -2.063 -1.149
C 0.543 0.394 -1.872
H 0.947 -1.055 3.194
H 2.759 -1.365 3.276
H 2.168 0.153 3.140
H 2.901 -0.240 0.966
H 2.355 -1.895 0.892
H -0.537 0.988 1.236
H -0.954 -0.628 0.370
H -0.361 -0.473 1.977
H 2.196 -0.851 -1.282
H -0.376 -2.134 -0.535
H 0.376 -2.377 -2.186
H 1.172 -2.840 -0.694
H -0.543 0.454 -1.901
H 0.985 1.382 -1.696
H 0.787 0.011 -2.924
O -5.704 3.541 -1.257
H -5.572 3.681 -2.201
H -5.814 4.397 -0.842
```

Largest force on an atom = 2.68 eV Å⁻¹
Multiplicity = 1
HOMO-LUMO gap = 8.896 eV
Molar mass = 119.21 g mol⁻¹
HOMO level = -7.90 eV
Energy above the lowest of the compared OMol25 structures with the same formula, charge and spin = 42.3 kcal/mol

***

Entry 5:
Below is a 2-piece molecular cluster, C4H12N2 overall, with properties calculated with ωB97M-V/def2-TZVPD.

XYZ file:
```
18
Properties=species:S:1:pos:R:3
C -2.216 1.038 -0.456
N -1.274 1.133 0.380
C -0.428 2.318 0.255
H -2.977 0.294 -0.273
H -2.266 1.741 -1.284
H 0.477 2.158 -0.322
H -0.165 2.657 1.263
H -1.027 3.173 -0.078
C 1.666 -0.737 0.602
C 1.161 -1.952 -0.154
N -0.149 -1.668 -0.748
H 1.333 -0.760 1.640
H 2.756 -0.851 0.673
H 1.477 0.198 0.136
H 1.826 -2.117 -1.001
H 1.042 -2.823 0.490
H -0.683 -1.297 0.020
H -0.552 -2.507 -1.141
```

Largest force on an atom = 2.20 eV Å⁻¹
Multiplicity = 1
HOMO-LUMO gap = 10.111 eV
Molar mass = 88.15 g mol⁻¹
HOMO level = -8.92 eV
Energy above the lowest of the compared OMol25 structures with the same formula, charge and spin = 38.7 kcal/mol

***

Entry 6:
Below is a 4-piece molecular cluster, CH10N2O3 overall, with properties calculated with ωB97M-V/def2-TZVPD.

XYZ file:
```
16
Properties=species:S:1:pos:R:3
H 2.185 -1.407 -0.874
N 1.321 -1.374 -0.368
C 1.385 -0.264 0.400
N 0.324 0.189 1.181
H 2.291 0.435 0.370
H 0.201 1.150 1.386
H -0.009 -0.525 1.794
O -0.794 0.034 -1.614
H -0.006 -0.480 -1.147
H -0.932 -0.565 -2.332
O -1.819 -1.683 1.698
H -1.507 -1.240 0.929
H -2.835 -1.656 1.606
O -0.031 2.601 -0.689
H 0.473 3.066 -1.435
H -0.246 1.720 -0.903
```

Largest force on an atom = 4.53 eV Å⁻¹
Multiplicity = 1
HOMO-LUMO gap = 10.708 eV
Molar mass = 98.10 g mol⁻¹
HOMO level = -9.93 eV
Energy above the lowest of the compared OMol25 structures with the same formula, charge and spin = 31.9 kcal/mol

***

Entry 7:
Below is a 5-piece molecular cluster, H10O5 overall, with properties calculated with ωB97M-V/def2-TZVPD.

XYZ file:
```
15
Properties=species:S:1:pos:R:3
O -17.690 -30.335 10.338
H -18.222 -30.161 11.114
H -17.187 -29.532 10.206
O -16.296 -28.019 9.135
H -16.888 -28.076 8.385
H -15.751 -27.254 8.953
O -15.539 -24.273 10.077
H -15.393 -25.211 10.204
H -16.415 -24.216 9.695
O -19.756 -28.362 8.672
H -19.357 -28.270 9.537
H -20.698 -28.300 8.835
O -13.382 -25.913 8.294
H -12.534 -26.356 8.292
H -13.352 -25.338 9.059
```

Largest force on an atom = 0.58 eV Å⁻¹
Multiplicity = 1
HOMO-LUMO gap = 11.510 eV
Molar mass = 90.07 g mol⁻¹
HOMO level = -11.14 eV
Energy above the lowest of the compared OMol25 structures with the same formula, charge and spin = 26.5 kcal/mol

***

Entry 8:
Below is a 9-piece molecular cluster, C45H45N3O15 overall, with properties calculated with ωB97M-V/def2-TZVPD.

XYZ file:
```
108
Properties=species:S:1:pos:R:3
O 15.197 18.658 16.095
C 15.798 19.135 15.164
C 15.052 19.441 13.941
C 15.608 19.653 12.752
C 17.120 19.688 12.625
O 17.717 19.836 11.601
C 17.857 19.576 13.960
C 17.277 19.228 15.110
H 14.033 19.332 14.024
H 15.026 19.785 11.856
H 18.953 19.577 13.910
H 17.839 19.004 16.003
O 8.920 13.463 18.343
C 8.877 14.143 17.306
C 7.559 14.760 16.859
C 7.294 15.076 15.599
C 8.464 15.079 14.567
O 8.384 15.574 13.486
C 9.756 14.589 15.033
C 9.932 14.072 16.254
H 6.705 14.674 17.583
H 6.311 15.373 15.220
H 10.612 14.451 14.333
H 10.811 13.477 16.431
O 15.918 13.452 18.488
C 14.848 14.003 18.403
C 14.508 15.083 17.490
C 13.237 15.517 17.403
C 12.184 15.271 18.526
O 11.266 16.029 18.717
C 12.575 14.131 19.436
C 13.822 13.690 19.457
H 15.294 15.338 16.750
H 12.914 16.195 16.665
H 11.875 13.878 20.230
H 14.202 12.945 20.131
O 16.646 13.332 11.995
C 17.627 12.803 11.554
C 18.576 13.539 10.685
C 19.668 12.971 10.167
C 20.022 11.636 10.580
O 21.004 11.040 10.102
C 19.086 10.919 11.480
C 17.923 11.423 11.936
H 18.250 14.518 10.346
H 20.239 13.511 9.458
H 19.401 9.938 11.772
H 17.191 11.017 12.660
O 18.561 16.647 13.372
C 18.954 15.701 14.063
C 20.128 14.843 13.656
C 20.201 13.562 14.088
C 19.350 13.013 15.088
O 19.308 11.779 15.217
C 18.434 14.007 15.734
C 18.268 15.220 15.274
H 20.755 15.195 12.797
H 20.896 12.866 13.719
H 17.857 13.744 16.614
H 17.490 15.807 15.687
O 19.726 10.048 18.538
C 18.785 9.975 17.756
C 18.759 8.862 16.780
C 17.891 8.769 15.768
C 16.727 9.704 15.740
O 15.816 9.580 14.971
C 16.719 10.738 16.834
C 17.643 10.923 17.771
H 19.571 8.118 16.897
H 17.874 7.897 15.105
H 15.947 11.501 16.823
H 17.612 11.755 18.449
C 12.239 16.367 11.119
N 12.453 16.552 9.724
C 13.682 16.837 9.158
C 13.719 16.728 7.610
O 14.676 17.033 9.819
H 11.714 17.155 11.656
H 13.204 16.225 11.643
H 11.628 15.487 11.290
H 11.615 16.394 9.144
H 13.553 17.657 7.083
H 12.868 16.090 7.339
H 14.587 16.256 7.243
C 17.836 16.887 9.893
N 18.936 17.659 10.396
C 20.032 17.092 10.877
C 21.108 18.009 11.364
O 20.293 15.888 10.745
H 18.154 16.111 9.135
H 17.092 17.533 9.445
H 17.415 16.316 10.716
H 18.756 18.617 10.618
H 21.758 17.564 12.107
H 20.828 18.965 11.733
H 21.712 18.159 10.457
C 13.357 13.368 14.774
N 14.436 14.132 14.299
C 14.129 15.457 13.900
C 15.153 16.237 13.108
O 13.045 15.958 14.033
H 12.555 14.067 15.061
H 13.568 12.815 15.686
H 12.981 12.727 14.012
H 15.282 13.731 13.835
H 15.956 15.525 12.815
H 15.444 16.961 13.860
H 14.826 16.755 12.222
```

Largest force on an atom = 3.48 eV Å⁻¹
Multiplicity = 1
HOMO-LUMO gap = 7.625 eV
Molar mass = 867.86 g mol⁻¹
HOMO level = -9.50 eV

***

- Which value of multiplicity does entry 4 give?
  1